Entry 1:
{
  "formula": "C25H30N2O3S",
  "method": "ωB97M-V/def2-TZVPD",
  "symbols": ["O", "C", "N", "C", "H", "C", "O", "C", "H", "C", "H", "H", "H", "H", "H", "H", "C", "O", "C", "C", "C", "C", "C", "C", "H", "H", "C", "N", "C", "C", "C", "C", "H", "C", "H", "H", "H", "C", "C", "C", "C", "C", "C", "C", "H", "H", "H", "H", "H", "H", "H", "H", "H", "H", "H", "H", "S", "H", "H", "H", "H"],
  "coordinates": [[-4.6458, -1.6472, 0.8032], [-4.9417, -0.8755, -0.0825], [-5.8178, 0.1393, 0.1016], [-6.1978, 1.1711, -0.8364], [-5.7993, 0.9797, -1.8296], [-5.7008, 2.5267, -0.3088], [-6.2136, 2.7875, 0.9734], [-5.8385, 1.7816, 1.8916], [-6.2895, 2.0575, 2.8451], [-6.3297, 0.4054, 1.4352], [-5.9670, -0.3777, 2.1012], [-7.4240, 0.3926, 1.4052], [-4.7436, 1.7609, 1.9991], [-6.0456, 3.3401, -0.9491], [-4.5992, 2.5257, -0.2826], [-7.2927, 1.1968, -0.8937], [-4.3541, -1.0226, -1.4961], [-3.4221, -2.0681, -1.5504], [-2.2684, -1.9533, -0.8339], [-1.8419, -0.8060, -0.1733], [-0.6263, -0.7979, 0.4827], [0.2027, -1.9128, 0.4748], [-0.2359, -3.0670, -0.1770], [-1.4544, -3.0872, -0.8171], [-1.8082, -3.9779, -1.3113], [0.3729, -3.9594, -0.1523], [1.4706, -1.8869, 1.2175], [2.5918, -2.3163, 0.6113], [3.8574, -2.3092, 1.3109], [4.6192, -1.0211, 1.0029], [4.8392, -0.8848, -0.5042], [3.4926, -0.9948, -1.2213], [3.6366, -0.9820, -2.3032], [2.7649, -2.2833, -0.8245], [1.7962, -2.3309, -1.3214], [3.3573, -3.1564, -1.1193], [2.8642, -0.1447, -0.9472], [5.5717, 0.4236, -0.8632], [4.8004, 1.6553, -0.4815], [4.9464, 2.2240, 0.7782], [4.2053, 3.3332, 1.1450], [3.3084, 3.8957, 0.2534], [3.1676, 3.3495, -1.0106], [3.9097, 2.2398, -1.3742], [3.7999, 1.8252, -2.3666], [2.4781, 3.7894, -1.7169], [2.7270, 4.7597, 0.5397], [4.3279, 3.7589, 2.1301], [5.6506, 1.7971, 1.4778], [6.5371, 0.4259, -0.3525], [5.7570, 0.4297, -1.9398], [5.4745, -1.7160, -0.8362], [5.5752, -1.0295, 1.5280], [4.0313, -0.1781, 1.3697], [3.6622, -2.3908, 2.3811], [4.4315, -3.1810, 0.9802], [1.4384, -1.3933, 2.7948], [-0.3057, 0.0884, 1.0101], [-2.4524, 0.0831, -0.1416], [-3.9016, -0.0798, -1.8344], [-5.1482, -1.3119, -2.1911]],
  "forces_ev_per_a": [[0.14, -0.22, 0.03], [-0.03, -0.08, -0.28], [-0.24, 0.18, 0.23], [0.14, 0.40, -0.02], [-0.02, 0.00, -0.02], [-0.08, -0.15, -0.36], [-0.09, 0.12, 0.01], [-0.11, -0.35, 0.12], [0.07, -0.06, -0.01], [0.15, 0.15, 0.32], [-0.10, 0.09, -0.04], [0.04, 0.00, 0.04], [-0.07, -0.01, 0.01], [0.07, -0.06, -0.02], [-0.06, 0.00, -0.04], [0.09, 0.01, -0.10], [0.10, -0.03, 0.12], [-0.02, -0.07, 0.06], [0.38, -0.08, 0.05], [-0.27, -0.03, -0.21], [0.20, -0.11, -0.07], [-0.35, -0.02, -0.36], [0.00, 0.21, 0.09], [-0.26, 0.09, -0.11], [-0.05, -0.11, -0.05], [0.07, -0.07, -0.03], [0.31, -0.06, 0.57], [-0.34, -0.08, -0.02], [0.37, 0.07, 0.45], [-0.06, -0.30, -0.20], [-0.08, 0.27, 0.04], [0.15, -0.34, 0.11], [-0.02, 0.05, -0.08], [-0.06, 0.19, -0.61], [0.18, -0.07, 0.05], [-0.07, 0.01, -0.03], [-0.06, 0.01, -0.05], [-0.09, -0.22, 0.03], [0.14, 0.04, -0.07], [0.00, 0.04, -0.04], [-0.01, 0.05, 0.09], [-0.05, 0.08, 0.03], [-0.09, 0.05, -0.06], [0.03, 0.03, 0.01], [0.00, -0.06, -0.09], [-0.05, 0.04, -0.05], [-0.04, 0.07, 0.02], [0.01, 0.04, 0.08], [0.07, -0.06, 0.07], [0.06, 0.01, -0.06], [0.08, 0.02, 0.00], [-0.01, 0.00, 0.00], [0.06, 0.04, 0.07], [0.00, 0.00, 0.08], [0.06, -0.07, -0.19], [-0.02, 0.01, -0.03], [-0.08, 0.21, 0.38], [0.02, 0.03, 0.05], [-0.07, 0.07, 0.00], [-0.11, -0.10, 0.02], [0.08, 0.16, 0.06]],
  "smiles": "O=C(COc1ccc(C(=S)N2CCC(Cc3ccccc3)CC2)cc1)N1CCOCC1"
}


Entry 2:
{
  "formula": "C25H30N3O2",
  "method": "ωB97M-V/def2-TZVPD",
  "symbols": ["C", "O", "C", "C", "N", "C", "N", "C", "C", "C", "C", "O", "C", "C", "C", "C", "H", "H", "H", "H", "H", "H", "H", "H", "H", "H", "H", "H", "H", "H", "C", "C", "C", "N", "C", "C", "C", "C", "C", "C", "C", "C", "C", "C", "H", "H", "H", "H", "H", "H", "H", "H", "H", "H", "H", "H", "H", "H", "H", "H"],
  "coordinates": [[2.8080, -1.1288, -1.9367], [2.0344, -0.9388, -0.7286], [1.9836, -1.8992, 0.2430], [1.4818, -1.4825, 1.4897], [1.1027, -0.0998, 1.6361], [0.1466, 0.5038, 0.7230], [0.5804, 1.8915, 0.7169], [-0.1686, 3.0506, 0.2884], [1.6435, 2.0739, 1.5714], [2.0049, 0.8602, 2.0984], [1.9519, -2.1449, 2.6354], [1.8195, -1.4527, 3.7870], [2.1186, -2.1176, 5.0245], [2.6463, -3.3619, 2.5228], [2.9327, -3.8406, 1.2575], [2.6420, -3.1249, 0.1180], [2.7196, -0.1904, -2.4910], [3.8595, -1.3423, -1.6994], [2.4017, -1.9540, -2.5410], [-0.7205, 2.7972, -0.6158], [-0.8724, 3.4524, 1.0425], [0.5225, 3.9017, 0.0729], [2.1488, 3.0266, 1.7315], [2.9094, 0.5521, 2.6218], [1.9306, -1.3632, 5.7798], [1.4645, -2.9843, 5.1751], [3.1592, -2.4588, 5.0766], [2.9589, -3.8819, 3.4138], [3.4384, -4.7888, 1.1625], [2.9378, -3.4758, -0.8554], [-1.5823, 2.0921, -5.0816], [-0.4948, 1.1521, -5.6111], [-0.0137, 0.3021, -4.4482], [-0.8453, 0.7025, -3.3181], [-0.6591, 0.2263, -2.0809], [-1.5556, 0.4694, -1.0137], [-1.2113, 0.2758, 0.3995], [-2.2413, 0.1951, 1.4180], [-1.9818, 0.2380, 2.8045], [-3.0350, 0.3265, 3.7080], [-4.3610, 0.4456, 3.2602], [-4.6101, 0.5004, 1.8793], [-3.5573, 0.3766, 0.9773], [-1.9117, 1.6333, -3.6589], [-1.2125, 3.1158, -5.0500], [-2.4690, 2.0887, -5.7086], [-0.8781, 0.4984, -6.3848], [0.3426, 1.6947, -6.0293], [-0.1353, -0.7753, -4.6316], [1.0355, 0.4760, -4.1813], [0.2233, -0.4393, -1.9619], [-2.5057, 1.0200, -1.1929], [0.3728, -0.2008, -0.1127], [-0.9645, 0.2088, 3.1743], [-2.8488, 0.2219, 4.7725], [-5.2161, 0.4681, 3.9484], [-5.6304, 0.5390, 1.4737], [-3.7876, 0.4502, -0.0892], [-1.9502, 2.4799, -2.9488], [-2.9017, 1.1395, -3.6330]],
  "forces_ev_per_a": [[-0.24, -0.48, 0.49], [-0.08, -0.10, -0.73], [1.09, -0.31, 0.11], [1.16, 1.27, -0.05], [-1.17, -0.83, 0.76], [3.06, 0.57, -0.28], [-0.35, 0.71, -0.03], [-0.10, 0.50, -0.09], [1.66, -2.00, 0.91], [0.00, 1.49, -0.51], [0.10, -0.44, -0.07], [-0.23, -0.46, 0.34], [-0.05, -0.08, -0.29], [-0.59, 0.63, 0.06], [-0.02, -0.44, 0.32], [-0.63, 0.55, -0.29], [0.08, -0.17, 0.20], [-0.29, 0.12, -0.01], [0.09, 0.21, 0.15], [-0.01, 0.25, -0.02], [0.09, -0.46, -0.17], [-0.33, -0.84, 0.00], [-0.33, -0.36, -0.33], [-0.63, 0.29, 0.07], [0.04, -0.09, 0.14], [0.01, 0.18, -0.05], [-0.12, 0.23, -0.09], [0.06, -0.12, -0.07], [0.10, -0.09, -0.01], [0.18, -0.08, -0.08], [0.09, 0.39, 0.15], [0.10, -0.24, -0.28], [0.25, -0.43, 0.38], [-0.07, -0.24, 1.46], [-0.52, 0.11, 0.07], [0.70, 0.39, 1.15], [-2.96, 0.52, -0.74], [-0.42, 0.50, -0.15], [-0.19, -0.09, -0.18], [-0.50, -0.19, -0.12], [0.04, -0.13, -0.51], [0.02, -0.29, -0.01], [-0.94, -0.21, 0.25], [-0.53, 0.15, -0.14], [-0.01, 0.01, -0.06], [0.00, 0.00, -0.04], [-0.10, 0.00, -0.20], [0.04, 0.18, -0.19], [0.02, 0.26, -0.01], [-0.14, 0.01, -0.16], [-0.78, 0.56, 0.01], [0.97, -0.84, -0.19], [0.67, 0.41, -1.46], [0.03, -0.24, -0.06], [0.09, 0.27, -0.14], [0.58, 0.02, -0.19], [0.47, 0.22, 0.40], [0.00, -0.35, 0.60], [0.13, -0.43, -0.20], [0.42, 0.01, 0.14]],
  "smiles": "COc1cccc(OC)c1N1C=CN(C)[C@@H]1/C(=C\\C=[N+]1CCCC1)c1ccccc1",
  "charge": 1,
  "e_above_lowest_kj_mol": 548.3
}


Entry 3:
{
  "formula": "C25H30N4O3S",
  "method": "ωB97M-V/def2-TZVPD",
  "symbols": ["C", "H", "H", "O", "C", "C", "C", "C", "C", "C", "H", "H", "S", "O", "O", "N", "H", "C", "H", "H", "C", "N", "C", "C", "N", "C", "C", "H", "H", "H", "H", "C", "C", "C", "C", "C", "C", "C", "H", "H", "H", "H", "H", "H", "H", "H", "H", "H", "H", "C", "C", "C", "C", "N", "C", "H", "H", "H", "H", "H", "H", "H", "H"],
  "coordinates": [[4.5669, -2.7403, -5.0962], [4.4888, -1.6978, -4.5413], [4.7831, -2.5730, -6.0606], [3.1757, -3.1489, -5.3410], [2.3999, -3.2045, -4.3956], [2.9790, -3.2197, -2.9821], [2.2117, -3.3963, -1.9031], [0.5660, -3.6921, -2.2291], [0.1492, -3.9121, -3.5287], [1.0988, -3.6800, -4.4896], [0.7042, -4.0637, -5.4715], [-0.9145, -4.2338, -3.7060], [-0.4955, -3.6431, -0.9241], [-1.7975, -3.3798, -1.1805], [-0.5244, -5.1067, -0.3411], [0.2809, -2.8426, 0.3641], [0.4850, -3.1757, 1.1798], [-0.3552, -1.4942, 0.5586], [-0.9014, -1.3754, 1.6748], [-1.2822, -1.5285, 0.0038], [0.4938, -0.3745, 0.0935], [0.2680, 0.8019, 0.5681], [0.3181, 1.3252, 1.9629], [-0.7975, 1.1776, 2.8435], [-2.3783, 1.8259, 2.0784], [-2.3414, 1.4184, 0.8793], [-0.9495, 1.6854, -0.1316], [-1.3398, 0.9888, -0.9746], [-0.7245, 2.5601, -0.2343], [-3.0740, 1.9314, 0.4108], [-2.6517, 0.2587, 0.9312], [-2.2111, 3.3771, 2.1607], [-2.3099, 3.7455, 3.7574], [-1.4329, 4.8402, 4.1842], [-1.6032, 5.1577, 5.5381], [-2.7084, 4.3761, 6.4966], [-3.5539, 3.5724, 5.7432], [-3.0617, 3.0672, 4.6713], [-3.8698, 2.3228, 4.0856], [-4.1138, 2.8439, 6.4602], [-2.6017, 4.8720, 7.5265], [-0.8344, 5.7049, 6.0760], [-0.6592, 5.2006, 3.5863], [-2.9051, 3.7573, 1.6399], [-1.3073, 3.7499, 1.7402], [-0.7823, 1.9149, 3.8120], [-1.0929, 0.3623, 2.9809], [1.2202, 1.0605, 2.4076], [0.4845, 2.4595, 1.8384], [0.9690, -0.5336, -1.3201], [-0.0361, -0.7130, -2.3030], [0.3969, -0.6161, -3.6224], [1.5996, -0.1377, -3.7733], [2.7312, 0.1292, -2.8262], [2.2919, 0.0729, -1.5273], [3.0353, 0.1339, -0.7075], [2.1487, -0.0982, -4.9581], [-0.1327, -0.9051, -4.4618], [-1.0182, -1.0944, -2.0391], [1.6343, -0.5452, 1.0278], [2.2598, -3.1533, -0.9091], [3.9530, -2.9693, -2.6415], [5.0684, -3.4457, -4.6615]],
  "forces_ev_per_a": [[-5.55, 5.96, 0.38], [0.61, -2.26, -0.85], [1.89, 0.68, -3.24], [3.75, 0.67, -4.70], [-2.63, -2.74, 8.29], [-1.52, 0.57, -0.62], [-7.42, -0.96, -3.58], [4.76, 1.53, -0.29], [-0.51, 0.39, 3.17], [-0.47, -0.95, -3.88], [1.03, 0.97, 0.46], [1.35, 0.45, -0.17], [5.75, -11.27, 7.22], [-6.47, 4.29, -2.33], [1.40, 3.98, -1.63], [-3.08, 5.62, -7.41], [1.18, -4.01, 5.33], [-2.28, -1.57, 2.35], [2.20, -0.27, -2.61], [-0.41, 0.24, -0.47], [4.97, -5.78, 3.36], [-4.50, 9.98, 0.31], [0.68, 2.65, -3.27], [-0.67, 14.49, 0.06], [4.82, 4.20, 9.23], [2.56, -5.23, -6.57], [-3.84, -15.31, 3.16], [1.16, 2.10, 0.76], [2.68, 9.77, -1.63], [-2.76, 1.33, -2.54], [1.02, 2.08, -1.00], [3.68, -5.34, 7.11], [2.96, 1.85, -2.96], [-3.44, -2.54, 2.90], [-1.70, -2.76, 1.92], [3.99, 5.33, -3.09], [-0.36, -0.55, 10.62], [-3.31, -3.46, -9.78], [2.62, 1.29, 1.62], [-0.12, 1.52, -1.61], [-1.09, -1.50, -1.49], [-0.32, 0.39, -0.08], [0.95, 0.83, -0.95], [-5.78, 2.93, -3.60], [1.20, 0.09, -0.08], [0.26, -2.28, -2.37], [-4.35, -12.44, 2.69], [1.80, -1.16, 0.94], [-0.23, -1.36, -0.07], [-0.72, 3.16, 0.77], [2.10, -0.71, 1.45], [-1.34, 0.16, 1.86], [9.32, 1.40, -3.29], [-4.45, 0.11, 0.60], [-0.76, -2.69, -3.64], [-0.73, 0.30, -0.54], [-2.04, -0.01, 3.60], [-1.29, -0.36, -1.38], [0.12, 0.18, -0.01], [-1.97, -0.55, -2.52], [1.20, 0.19, 2.24], [1.16, 0.33, -0.88], [2.94, -3.97, 2.73]],
  "e_above_lowest_kj_mol": 2268.4
}


Looking at E_LUMO for the records above, in order, we have 0.0204 -0.1532 -0.0012 Eh.
Looking at total energy for the records above, in order, we have -1704.069833 -1284.985581 -1812.777561 Eh.